116
Properties=species:S:1:pos:R:3:lowdin_charge:R:1 method="wB97M-V/def2-TZVPD" e_tot_ev=-140959.029 e_lumo_ev="0.08 / -0.62" e_homo_ev="-6.919 / -7.456" de_lowest_kj_mol=0.0 spin_multiplicity=4 max_force_ev_per_a=0.82 gap_ev="7.0 / 6.8"
Co -0.23 0.18 -1.79 0.094
C 3.83 0.78 1.84 -0.055
C 2.68 -0.18 1.72 -0.240
C 2.68 -1.39 2.32 0.057
C 1.59 -2.28 2.12 -0.212
N 0.51 -1.88 1.53 0.184
N 0.48 -0.66 1.00 -0.010
B -0.79 -0.23 0.21 -0.633
N -1.97 -1.24 0.43 0.031
N -2.16 -1.66 1.70 0.181
C -3.11 -2.51 1.94 -0.210
C -3.92 -3.02 0.89 0.053
C -3.78 -2.57 -0.37 -0.243
C -4.63 -3.05 -1.50 -0.069
C -2.77 -1.57 -0.60 -0.588
S -2.63 -0.77 -2.08 0.792
C -3.38 -2.93 3.38 -0.540
C -3.32 -4.46 3.49 -0.037
C -4.79 -2.47 3.76 -0.042
C -2.38 -2.30 4.34 -0.051
N -1.26 1.19 0.76 -0.010
N -1.21 1.22 2.10 0.184
C -1.55 2.31 2.73 -0.207
C -2.07 3.42 2.02 0.053
C -2.09 3.41 0.66 -0.241
C -2.55 4.59 -0.13 -0.066
C -1.59 2.24 -0.01 -0.618
S -1.35 2.25 -1.68 0.738
C -1.36 2.35 4.24 -0.546
C -0.51 3.59 4.59 -0.042
C -2.74 2.46 4.91 -0.037
C -0.64 1.11 4.73 -0.047
C 1.55 0.14 0.90 -0.603
S 1.53 1.40 -0.23 0.790
C 1.69 -3.74 2.52 -0.545
C 2.79 -4.38 1.64 -0.037
C 0.37 -4.47 2.25 -0.053
C 2.06 -3.86 4.00 -0.043
H 4.59 0.39 2.51 0.081
H 3.48 1.75 2.21 0.083
H 4.27 0.97 0.86 0.068
H 3.53 -1.70 2.92 0.122
H -4.67 -3.78 1.11 0.120
H -5.29 -3.85 -1.17 0.080
H -4.00 -3.40 -2.32 0.082
H -5.23 -2.23 -1.90 0.079
H -4.10 -4.95 2.89 0.077
H -3.46 -4.76 4.53 0.088
H -2.35 -4.85 3.16 0.072
H -5.56 -2.95 3.15 0.080
H -4.89 -1.39 3.63 0.089
H -4.99 -2.71 4.80 0.089
H -1.35 -2.40 3.99 0.065
H -2.48 -2.76 5.33 0.091
H -2.59 -1.23 4.45 0.062
H -2.40 4.30 2.55 0.121
H -2.97 5.36 0.52 0.081
H -3.30 4.29 -0.87 0.080
H -1.72 5.01 -0.70 0.080
H -0.99 4.52 4.28 0.076
H 0.46 3.53 4.09 0.091
H -0.35 3.63 5.66 0.088
H -3.27 3.36 4.60 0.080
H -2.62 2.51 6.00 0.087
H -3.36 1.60 4.67 0.085
H 0.37 1.04 4.32 0.085
H -1.16 0.20 4.44 0.049
H -0.56 1.14 5.82 0.091
H 2.52 -4.29 0.59 0.083
H 2.89 -5.44 1.89 0.087
H 3.75 -3.89 1.80 0.080
H 0.08 -4.38 1.20 0.087
H -0.43 -4.04 2.86 0.047
H 0.48 -5.52 2.51 0.090
H 3.06 -3.49 4.20 0.075
H 2.03 -4.91 4.30 0.086
H 1.35 -3.31 4.62 0.086
C 4.47 1.16 -5.53 -0.177
Si 3.44 0.54 -4.08 0.471
C 2.91 -1.19 -4.51 -0.160
C 4.54 0.54 -2.58 -0.172
C 1.93 1.70 -4.00 -0.174
C 0.77 1.03 -4.63 -0.375
C 0.56 1.27 -5.99 -0.046
C -0.37 0.53 -6.70 -0.050
C -1.08 -0.44 -6.03 -0.051
C -0.87 -0.60 -4.68 -0.155
N 0.00 0.12 -3.97 0.053
Si 1.98 3.58 -3.94 0.451
C 0.31 4.33 -4.33 -0.170
C 3.22 4.24 -5.19 -0.183
C 2.54 4.21 -2.27 -0.184
H 5.24 0.42 -5.76 0.036
H 4.96 2.11 -5.32 0.014
H 3.85 1.28 -6.43 0.031
H 3.79 -1.77 -4.79 0.040
H 2.22 -1.19 -5.36 0.035
H 2.41 -1.69 -3.68 0.013
H 5.55 0.21 -2.87 0.038
H 4.15 -0.14 -1.83 0.022
H 4.62 1.54 -2.14 0.018
H 1.17 2.01 -6.49 0.113
H -0.51 0.71 -7.76 0.112
H -1.80 -1.07 -6.54 0.107
H -1.41 -1.36 -4.12 0.046
H -0.24 3.78 -5.09 0.026
H 0.45 5.36 -4.68 0.034
H -0.30 4.36 -3.42 -0.006
H 3.12 3.78 -6.18 0.026
H 4.24 4.09 -4.85 0.024
H 3.05 5.32 -5.30 0.034
H 1.76 4.06 -1.52 0.003
H 2.74 5.28 -2.35 0.037
H 3.44 3.71 -1.92 0.021
N 0.90 -2.65 -1.46 0.047
C 0.48 -1.58 -1.54 -0.326